# 1
Molecular formula: C4H12N2S
Method: DFT, wB97M-V/def2-TZVPD

Last columns: bonded neighbours and bond lengths (Å).
Geometry (Å):
1 C 0.951 0.566 1.441  C2 1.552, H8 1.089, H9 1.094, H10 1.094
2 C 0.403 -0.284 0.264  C1 1.552, C3 1.528, N5 1.423, H11 1.092
3 C 1.587 -0.921 -0.464  C2 1.528, S4 1.796, H12 1.105, H13 1.099
4 S 2.866 -1.812 0.427  C3 1.796, H14 1.331
5 N -0.338 0.512 -0.654  C2 1.423, C6 1.433, H15 1.010
6 C -1.669 0.976 -0.391  N5 1.433, N7 1.487, H16 1.094, H17 1.089
7 N -2.673 0.425 -1.340  C6 1.487, H18 1.013, H19 1.020
8 H 1.937 1.000 1.278  C1 1.089
9 H 0.292 1.433 1.535  C1 1.094
10 H 1.023 0.138 2.445  C1 1.094
11 H -0.215 -1.121 0.598  C2 1.092
12 H 1.243 -1.493 -1.346  C3 1.105
13 H 2.097 -0.166 -1.079  C3 1.099
14 H 2.088 -2.721 1.010  S4 1.331
15 H 0.007 0.772 -1.567  N5 1.010
16 H -1.859 0.705 0.652  C6 1.094
17 H -1.719 2.056 -0.526  C6 1.089
18 H -2.432 -0.558 -1.385  N7 1.013
19 H -3.589 0.492 -0.898  N7 1.020

Properties
Total charge: 0
HOMO (eV): -8.704
SMILES: C[C@H](CS)NCN
LUMO energy (eV): 0.890

# 2
Molecular formula: C4H12N2S
Method: DFT, wB97M-V/def2-TZVPD

Last columns: bonded neighbours and bond lengths (Å).
Geometry (Å):
1 N -2.812 0.813 -0.886  C2 1.597, H8 1.028, H9 1.055
2 C -2.025 0.215 0.369  N1 1.597, C3 1.477, H10 1.062, H11 1.134
3 C -0.787 -0.372 -0.182  C2 1.477, N4 1.522, H12 1.112, H13 1.052
4 N 0.166 0.795 -0.396  C3 1.522, C5 1.444, H14 1.069
5 C 1.430 0.431 0.201  N4 1.444, C6 1.458, H15 1.091, H16 1.038
6 C 2.049 -0.839 -0.157  C5 1.458, S7 1.860, H17 1.070, H18 1.149
7 S 3.570 -1.171 0.861  C6 1.860, H19 1.348
8 H -3.778 0.579 -0.625  N1 1.028
9 H -2.756 1.864 -0.960  N1 1.055
10 H -2.020 0.877 1.198  C2 1.062
11 H -2.815 -0.562 0.607  C2 1.134
12 H -0.479 -1.048 0.646  C3 1.112
13 H -0.930 -0.875 -1.095  C3 1.052
14 H -0.136 1.579 0.264  N4 1.069
15 H 2.046 1.330 0.164  C5 1.091
16 H 1.202 0.288 1.204  C5 1.038
17 H 2.128 -0.999 -1.212  C6 1.070
18 H 1.444 -1.779 0.110  C6 1.149
19 H 4.502 -1.126 -0.111  S7 1.348

Properties
Total charge: 0
HOMO (eV): -9.093
SMILES: NCCNCCS
LUMO energy (eV): 0.888

# 3
Molecular formula: C4H12N2S
Method: DFT, wB97M-V/def2-TZVPD

Last columns: bonded neighbours and bond lengths (Å).
Geometry (Å):
1 C -0.480 -0.320 0.807  N2 1.464, C5 1.516, H8 1.092, H9 1.117
2 N -1.166 -0.337 -0.485  C1 1.464, C3 1.468, H10 1.024
3 C -1.812 0.929 -0.853  N2 1.468, N4 1.448, H11 1.124, H12 1.091
4 N -0.839 1.880 -1.350  C3 1.448, H13 1.019, H14 1.018
5 C 0.736 -1.223 0.857  C1 1.516, C6 1.525, H15 1.087, H16 1.117
6 C 1.801 -0.994 -0.211  C5 1.525, S7 1.833, H17 1.093, H18 1.101
7 S 2.365 0.750 -0.207  C6 1.833
8 H -0.259 0.666 1.221  C1 1.092
9 H -1.216 -0.639 1.584  C1 1.117
10 H -1.912 -1.039 -0.493  N2 1.024
11 H -2.464 1.385 -0.060  C3 1.124
12 H -2.435 0.661 -1.708  C3 1.091
13 H -0.691 2.682 -0.739  N4 1.019
14 H 0.085 1.458 -1.291  N4 1.018
15 H 1.141 -1.130 1.861  C5 1.087
16 H 0.447 -2.298 0.759  C5 1.117
17 H 2.662 -1.649 -0.057  C6 1.093
18 H 1.412 -1.201 -1.220  C6 1.101
19 H 2.625 0.419 1.586  no bonds

Properties
Total charge: 0
HOMO (eV): -8.851
LUMO energy (eV): -0.291

# 4
Molecular formula: C4H12N2S
Method: DFT, wB97M-V/def2-TZVPD

Last columns: bonded neighbours and bond lengths (Å).
Geometry (Å):
1 N 2.923 2.246 0.308  C2 1.437, H5 1.028, H6 1.037
2 C 1.745 1.424 0.351  N1 1.437, C3 1.349, H7 1.075
3 C 0.916 1.283 1.406  C2 1.349, N4 1.453, H8 1.105
4 N -0.061 0.210 1.457  C3 1.453, H9 1.031, H10 1.033
5 H 3.035 2.692 -0.612  N1 1.028
6 H 2.928 2.979 1.041  N1 1.037
7 H 1.546 0.898 -0.565  C2 1.075
8 H 1.012 1.952 2.281  C3 1.105
9 H -0.801 0.462 2.130  N4 1.031
10 H 0.381 -0.657 1.803  N4 1.033
11 C -1.329 -2.432 -1.080  C12 1.511, H14 1.101, H15 1.095, H16 1.117
12 C -2.051 -1.130 -1.337  C11 1.511, S13 1.805, H17 1.110, H18 1.097
13 S -0.934 0.281 -1.458  C12 1.805, H19 1.535
14 H -0.711 -2.300 -0.178  C11 1.101
15 H -0.686 -2.725 -1.916  C11 1.095
16 H -2.045 -3.271 -0.898  C11 1.117
17 H -2.728 -0.912 -0.484  C12 1.110
18 H -2.639 -1.197 -2.261  C12 1.097
19 H -0.500 0.197 0.012  S13 1.535

Properties
Total charge: 0
HOMO (eV): -7.837
SMILES: N/C=C/N.CCS
LUMO energy (eV): 0.765

# 5
Molecular formula: C4H12N2S
Method: DFT, wB97M-V/def2-TZVPD

Last columns: bonded neighbours and bond lengths (Å).
Geometry (Å):
1 C 0.067 -2.382 -0.714  N2 1.480, H8 1.110, H9 1.058, H10 1.072
2 N 0.675 -1.532 0.335  C1 1.480, C3 1.474, H11 1.011
3 C 0.485 -0.080 0.169  N2 1.474, C4 1.588, C6 1.562, H12 1.086
4 C -0.315 0.655 1.327  C3 1.588, N5 1.458, H13 1.065, H14 1.121
5 N 0.496 1.813 1.682  C4 1.458, H15 1.055, H16 1.007
6 C -0.215 0.366 -1.154  C3 1.562, S7 1.864, H17 1.094, H18 1.082
7 S 0.181 2.164 -1.451  C6 1.864, H19 1.318
8 H -1.010 -2.198 -0.910  C1 1.110
9 H 0.479 -2.195 -1.670  C1 1.058
10 H 0.046 -3.439 -0.538  C1 1.072
11 H 0.361 -1.842 1.245  N2 1.011
12 H 1.460 0.396 0.208  C3 1.086
13 H -0.566 0.151 2.231  C4 1.065
14 H -1.245 1.146 0.939  C4 1.121
15 H 0.325 2.273 2.616  N5 1.055
16 H 0.516 2.609 1.067  N5 1.007
17 H 0.166 -0.257 -1.968  C6 1.094
18 H -1.259 0.186 -0.939  C6 1.082
19 H -0.647 2.168 -2.476  S7 1.318

Properties
Total charge: 0
HOMO (eV): -8.614
SMILES: CN[C@H](CN)CS
LUMO energy (eV): 0.867

# 6
Molecular formula: C4H12N2S
Method: DFT, wB97M-V/def2-TZVPD

Last columns: bonded neighbours and bond lengths (Å).
Geometry (Å):
1 N -1.482 0.563 0.252  C2 1.451, H8 1.010, H9 0.991
2 C -0.078 0.580 0.616  N1 1.451, C3 1.500, C5 1.548, H10 1.109
3 C 0.276 0.406 2.063  C2 1.500, S4 1.930, H11 1.088, H12 1.085
4 S 0.330 2.118 2.952  C3 1.930, H13 1.361
5 C 0.572 -0.511 -0.270  C2 1.548, N6 1.446, H14 1.121, H15 1.146
6 N -0.014 -0.340 -1.581  C5 1.446, C7 1.466, H16 1.062
7 C 0.380 -1.174 -2.720  N6 1.466, H17 1.125, H18 1.120, H19 1.115
8 H -2.062 1.057 0.916  N1 1.010
9 H -1.713 -0.355 0.546  N1 0.991
10 H 0.426 1.491 0.234  C2 1.109
11 H -0.524 -0.151 2.546  C3 1.088
12 H 1.232 -0.056 2.286  C3 1.085
13 H -0.950 2.161 3.413  S4 1.361
14 H 0.375 -1.558 0.079  C5 1.121
15 H 1.715 -0.431 -0.260  C5 1.146
16 H 0.285 0.622 -1.917  N6 1.062
17 H 0.927 -0.692 -3.576  C7 1.125
18 H -0.554 -1.598 -3.169  C7 1.120
19 H 0.857 -2.133 -2.409  C7 1.115

Properties
Total charge: +1
HOMO (spin up / spin down) (eV): -11.894 / -11.851
<S²>: 0.75
Spin multiplicity: 2
LUMO energy (spin up / spin down) (eV): -4.196 / -9.257